Model a:
The molecule C10H10N2O. Source: the Open Molecules 2025 dataset; level of theory: ωB97M-V with the def2-TZVPD basis set.

Geometry as XYZ:
```
23
C10H10N2O (ωB97M-V with the def2-TZVPD basis set)
C -1.7321 -2.2432 -2.4347
C -0.8009 -1.4360 -1.6265
C 2.7552 -0.7627 1.0364
C 2.7486 0.4221 0.4031
C -2.8529 -2.4140 -1.6373
C -1.4673 -1.1929 -0.4158
C 0.7401 -0.2484 0.5627
C -1.6920 0.2676 1.6066
C -0.9768 -0.3082 0.6421
C 0.8922 1.9689 -0.4102
N 1.4698 -1.2364 0.9813
N 1.4386 0.7916 0.2056
O -2.7101 -1.7446 -0.4093
H -1.5811 -2.8838 -3.3207
H 0.1093 -0.9501 -1.9070
H 3.5598 -1.3214 1.2186
H 3.5003 1.1767 0.3627
H -3.7068 -2.9674 -1.9079
H -1.3091 0.8031 2.4147
H -2.7644 0.0630 1.6472
H 1.5226 2.8570 -0.3199
H 0.8872 1.6780 -1.5098
H -0.0178 2.3044 -0.0068
```

Summary:
- Charge: 0
- Frontier orbital gap: 8.9 eV
- LUMO: 0.7 eV
- SMILES string: C=C(c1ccco1)c1nccn1C

Model b:
The molecule C10H10N2O. Source: the Open Molecules 2025 dataset; level of theory: ωB97M-V with the def2-TZVPD basis set.

Geometry as XYZ:
```
23
C10H10N2O (ωB97M-V with the def2-TZVPD basis set)
C 1.6124 2.4105 1.3536
C 1.5989 1.4315 2.5127
C 1.0755 1.9632 0.1939
C 1.0376 0.2411 2.3278
C 0.4392 0.2708 -1.4302
C -0.5676 -1.2207 1.2090
C 0.5648 0.6273 -0.1317
C 0.3331 -0.2254 1.0617
C 0.3884 -1.1399 -2.1159
C -2.5438 -0.6654 -1.2041
N -0.5958 -1.9750 -1.7392
N -1.6079 -1.7437 -0.8022
O 1.2411 -1.4692 -2.9315
H 1.8581 3.3545 1.5447
H 2.0346 1.5623 3.4583
H 1.0449 2.6682 -0.6420
H 1.1135 -0.5318 3.1112
H 0.5800 0.9958 -2.2434
H -0.7967 -1.9459 2.0726
H -2.1428 0.1657 -1.6165
H -3.1577 -1.1365 -1.9035
H -2.9865 -0.6113 -0.1298
H -0.5234 -3.0264 -1.9554
```

Summary:
- Charge: 0
- Frontier orbital gap (spin up / spin down): 7.7 / 7.7 eV
- LUMO (spin up / spin down): -0.5 / -0.5 eV

What should be chosen as the least stable of them? Choose model b.

Model a:
H4O2Rb as an isolated structure. Source: the Open Molecules 2025 dataset; level of theory: ωB97M-V with the def2-TZVPD basis set.

Geometry as XYZ:
```
7
H4O2Rb (ωB97M-V with the def2-TZVPD basis set)
Rb -0.0612 -0.1845 0.4080
O -2.1833 -1.1169 -1.3107
H -2.9113 -0.5006 -1.3911
H -2.5831 -1.9779 -1.4331
O 2.2534 1.1963 1.0371
H 2.5032 0.8084 1.8758
H 2.9823 1.7752 0.8139
```

Summary:
- Charge: +1
- Frontier orbital gap: 12.4 eV
- LUMO: -3.7 eV

Model b:
H4O2Rb as an isolated structure. Source: the Open Molecules 2025 dataset; level of theory: ωB97M-V with the def2-TZVPD basis set.

Geometry as XYZ:
```
7
H4O2Rb (ωB97M-V with the def2-TZVPD basis set)
Rb 0.0544 -1.7246 -0.0361
O 2.3627 0.1183 -0.0939
H 2.7933 -0.4514 0.5557
H 2.3184 0.9905 0.3231
O -2.2870 0.0665 -0.3897
H -2.4970 0.2496 0.5361
H -2.7448 0.7511 -0.8953
```

Summary:
- Charge: +1
- Frontier orbital gap: 12.1 eV
- LUMO: -3.9 eV

What should be chosen as the least stable of them? Choose model b.

Model a:
The molecule C3H3ClO2. Source: the Open Molecules 2025 dataset; level of theory: ωB97M-V with the def2-TZVPD basis set.

Geometry as XYZ:
```
9
C3H3ClO2 (ωB97M-V with the def2-TZVPD basis set)
C 0.4185 -0.5749 0.4428
C -0.4318 0.5850 0.1108
C -2.0003 0.0904 -0.2264
H -0.0938 -1.3079 -0.1373
H 0.5128 -0.6890 1.6669
H -2.6768 0.8747 -0.7135
O -0.1899 1.7924 0.1057
O -2.3553 -1.0676 -0.0352
Cl 2.0413 -0.3105 -0.1966
```

Summary:
- Charge: 0
- Frontier orbital gap: 9.1 eV
- LUMO: -0.9 eV
- SMILES string: O=CC(=O)CCl

Model b:
The molecule C3H3ClO2. Source: the Open Molecules 2025 dataset; level of theory: ωB97M-V with the def2-TZVPD basis set.

Geometry as XYZ:
```
9
C3H3ClO2 (ωB97M-V with the def2-TZVPD basis set)
C 1.3932 -0.8210 -0.1653
C -0.2344 -0.4392 -0.4317
C -0.7477 0.7313 0.3292
O 2.5159 -0.7116 -0.4705
O 0.3896 -1.4719 0.3123
Cl -0.1565 2.1586 -0.2337
H -0.8618 -0.9131 -1.2368
H -0.4583 0.6742 1.4675
H -1.8401 0.7928 0.4291
```

Summary:
- Charge: 0
- Frontier orbital gap: 10.2 eV
- LUMO: 0.7 eV
- SMILES string: O=C1O[C@H]1CCl

What should be chosen as the least stable of them? Choose model b.

Model a:
C3H3ClO2 as an isolated structure. Source: the Open Molecules 2025 dataset; level of theory: ωB97M-V with the def2-TZVPD basis set.

Geometry as XYZ:
```
9
C3H3ClO2 (ωB97M-V with the def2-TZVPD basis set)
C 0.0563 0.2751 0.4046
C 1.2551 0.3051 -0.3260
C -1.2536 -0.1757 -0.0501
O 0.6255 0.8497 1.3210
O 1.9757 1.1262 -0.8010
Cl 1.9681 -1.4340 -0.0064
H -2.0006 0.2998 0.4243
H -1.2418 -1.2351 0.1310
H -1.3846 -0.0112 -1.0974
```

Summary:
- Charge: 0
- Frontier orbital gap: 10.2 eV
- LUMO: -0.2 eV

Model b:
A 2-piece molecular cluster, C3H3ClO2 overall. Source: the Open Molecules 2025 dataset; level of theory: ωB97M-V with the def2-TZVPD basis set.

Geometry as XYZ:
```
9
C3H3ClO2 (ωB97M-V with the def2-TZVPD basis set)
C 2.1174 -1.1935 -0.2787
C -0.0084 0.5990 -0.0086
C -1.4603 0.3586 0.2337
O 2.7144 -0.3887 0.1927
O 1.7002 -2.1406 -0.7651
Cl 0.3608 2.1871 -0.2520
H -2.3124 1.0287 0.1449
H -1.4888 0.0466 1.2074
H -1.6229 -0.4970 -0.4744
```

Summary:
- Charge: 0
- Frontier orbital gap: 8.7 eV
- LUMO: -0.5 eV

What should be chosen as the least stable of them? Choose model b.